Entry from the OMol25 dataset: a molecular structure, C35H55HfN2O4PSTe (ωB97M-V/def2-TZVPD).

CARTESIAN COORDINATES (ANGSTROEM)
Hf: 13.2271 12.5531 8.2338
C: 17.0555 11.5729 7.7903
S: 15.7151 12.2592 6.9057
O: 14.4987 11.3426 7.0758
O: 15.2108 13.4951 7.6913
O: 16.1458 12.5862 5.6219
H: 17.9386 12.2003 7.6605
H: 17.2483 10.5648 7.4152
H: 16.7430 11.5902 8.8652
Te: 11.2754 11.3250 6.6889
C: 9.6498 12.7604 6.7010
C: 9.4425 13.5280 7.8612
C: 8.5684 14.6141 7.8072
C: 7.8510 14.8876 6.6650
C: 8.0264 14.0926 5.5451
C: 8.9506 13.0312 5.5381
H: 9.9538 13.3777 8.8075
H: 8.4351 15.2497 8.6489
H: 7.1448 15.7350 6.5644
H: 7.4409 14.2925 4.6639
H: 9.1653 12.5117 4.5968
C: 16.7132 12.4259 13.0892
C: 16.6806 11.4858 11.8595
C: 15.2473 11.0848 11.4322
C: 14.2645 12.2160 11.8687
C: 14.9856 13.5627 11.6820
C: 15.9604 13.7543 12.8415
P: 12.7068 12.1607 10.8401
C: 11.4372 13.1572 11.7606
C: 11.3645 14.6339 11.3445
C: 10.4410 15.3706 12.2818
C: 11.1035 15.4414 13.6523
C: 12.0416 14.2613 13.9279
C: 11.5138 13.0047 13.2983
C: 12.0328 10.4999 10.7419
C: 11.4935 9.7515 11.9850
C: 11.1072 8.2981 11.5673
C: 10.8556 8.0977 10.1040
C: 12.1289 8.4161 9.2344
C: 12.9128 9.5206 9.9256
H: 17.7745 12.7331 13.3022
H: 16.3098 11.8940 13.9771
H: 17.3182 10.6772 12.1502
H: 17.2284 11.9716 11.0613
H: 15.0038 10.1663 11.9254
H: 15.2494 10.9381 10.3553
H: 13.8807 12.1141 12.8689
H: 14.3383 14.4344 11.5707
H: 15.6035 13.5527 10.7791
H: 15.3773 14.0479 13.7136
H: 16.6245 14.5755 12.6318
H: 10.5343 12.6621 11.4180
H: 10.9462 14.6861 10.3326
H: 12.3522 15.1071 11.3370
H: 9.5141 14.8054 12.3619
H: 10.2338 16.3526 11.9441
H: 10.3464 15.5312 14.4420
H: 11.6952 16.3902 13.7728
H: 12.1202 14.1216 15.0086
H: 13.0230 14.5281 13.6255
H: 10.5079 12.8112 13.7266
H: 12.0459 12.1016 13.5955
H: 11.1374 10.7120 10.1078
H: 10.5926 10.2634 12.3359
H: 12.2568 9.6975 12.7364
H: 10.2420 7.9909 12.1468
H: 11.9285 7.6513 11.9115
H: 9.9966 8.7192 9.8016
H: 10.5180 7.0593 9.9256
H: 11.8075 8.8139 8.2266
H: 12.7777 7.5497 9.1809
H: 13.4708 10.1255 9.1241
H: 13.6741 9.1341 10.5965
C: 13.9972 20.5154 8.1183
C: 13.2306 19.7894 9.2185
N: 14.0747 18.8423 9.8897
C: 14.9481 19.4110 10.9717
C: 16.3910 19.3099 10.6557
C: 14.0338 17.5259 9.7880
O: 14.5544 16.7499 10.5652
C: 13.2474 16.8299 8.6643
C: 12.7394 17.3198 7.4774
C: 12.1241 16.4649 6.5436
C: 12.0800 15.1141 6.7612
N: 12.6903 14.6200 7.8573
C: 13.2669 15.4358 8.7533
H: 13.3133 21.2146 7.5562
H: 14.4490 19.8066 7.4031
H: 14.7915 21.1465 8.5142
H: 12.3046 19.3131 8.8233
H: 12.8257 20.4175 10.0212
H: 14.6835 18.8588 11.8803
H: 14.6383 20.4295 11.0542
H: 16.6803 18.2440 10.4980
H: 16.9292 19.7694 11.4591
H: 16.5982 19.8742 9.7384
H: 12.8223 18.3568 7.1849
H: 11.6781 16.9213 5.6815
H: 11.5644 14.4122 6.1504
H: 13.8124 14.9422 9.5687

## Properties
ΔE to the lowest compared entry with this formula, charge and spin	21.0	kJ/mol
total charge	+2
frontier orbital gap	7.042	eV
highest occupied orbital energy	-13.5	eV


Entry from the OMol25 dataset: a single C4H9NO molecule (ωB97M-V/def2-TZVPD).

CARTESIAN COORDINATES (ANGSTROEM)
C: 0.8479 1.7571 1.2676
O: 1.2988 0.4715 0.8688
C: 0.4089 -0.2045 0.0990
N: -0.6553 0.4027 -0.2051
C: -1.6816 -0.1716 -1.0216
C: 0.8195 -1.6182 -0.2744
H: 0.4737 2.3164 0.4026
H: 1.6932 2.2677 1.7324
H: -0.0003 1.6672 1.9611
H: -1.2931 -0.6958 -1.9109
H: -2.2935 -0.8708 -0.4290
H: -2.3248 0.6564 -1.3497
H: 0.5192 -1.8214 -1.3137
H: 1.8976 -1.8018 -0.1790
H: 0.2897 -2.3547 0.3519

## Properties
ΔE to the lowest compared entry with this formula, charge and spin	139.5	kJ/mol
total charge	0
frontier orbital gap	10.470	eV
highest occupied orbital energy	-9.4	eV


Entry from the OMol25 dataset: 3 unconnected molecules or ions with the total composition C2H7N6O3 (ωB97M-V/def2-TZVPD).

CARTESIAN COORDINATES (ANGSTROEM)
C: -0.1351 -0.8127 -1.4914
C: -1.0615 -0.6327 0.7212
N: 2.1658 -0.2676 0.8389
N: -0.3575 -0.4359 -2.7001
N: -2.0134 -0.1884 1.5736
N: -0.0522 -1.4526 1.0436
N: -1.2276 -0.3676 -0.5984
N: 2.3049 2.1521 0.3741
O: 1.2111 1.7504 0.2908
O: 2.8582 3.1585 0.2461
O: 3.0517 0.4484 0.7561
H: 0.1113 -0.8492 -3.4613
H: -1.1410 0.1988 -2.8990
H: -1.7551 -0.2648 2.5414
H: -2.7598 0.4533 1.2315
H: 0.2754 -1.5095 1.9561
H: 0.5025 -1.6769 0.2908
H: -1.9777 0.2963 -0.7142

## Properties
ΔE to the lowest compared entry with this formula, charge and spin	13.2	kJ/mol
total charge	+1
frontier orbital gap (alpha / beta)	8.153 / 7.908	eV
highest occupied orbital energy (alpha / beta)	-12.1 / -12.1	eV


Entry from the OMol25 dataset: a molecular structure, C61H55IO4P2ReSSi (ωB97M-V/def2-TZVPD).

CARTESIAN COORDINATES (ANGSTROEM)
Re: 0.2302 -0.2055 0.4661
C: 3.8127 2.7647 -5.0111
C: 4.1093 1.7106 -3.9280
C: 5.5501 1.1939 -4.0838
C: 3.9558 2.3392 -2.5467
C: 4.7531 3.4046 -2.1397
C: 4.6781 3.9279 -0.8569
C: 3.8167 3.3685 0.0716
C: 2.9917 2.3167 -0.3121
P: 2.1040 1.3490 0.9611
C: 3.5451 0.5131 1.7037
C: 4.1163 -0.4925 0.9225
C: 5.2978 -1.0981 1.3129
C: 5.9176 -0.7037 2.4923
C: 5.3640 0.3108 3.2611
C: 4.1839 0.9310 2.8674
C: 1.5261 2.6236 2.1122
C: 1.1392 3.8648 1.6130
C: 0.6597 4.8395 2.4742
C: 0.5617 4.5799 3.8348
C: 0.9215 3.3347 4.3341
C: 1.3948 2.3527 3.4758
C: 3.0602 1.8521 -1.6116
O: 2.1952 0.8276 -1.8761
C: 2.2459 0.1962 -3.0876
C: 1.3009 -0.8125 -3.2191
C: 1.2904 -1.5698 -4.3813
C: 2.1948 -1.2718 -5.3914
C: 3.0880 -0.2218 -5.2456
C: 3.1410 0.5420 -4.0818
P: -0.0171 -0.8880 -1.9486
C: -0.5872 -2.6065 -2.2378
C: -1.8105 -2.9864 -2.7840
C: -2.0719 -4.3258 -3.0454
C: -1.1215 -5.2975 -2.7600
C: 0.1017 -4.9274 -2.2157
C: 0.3643 -3.5902 -1.9620
C: -1.2405 0.2662 -2.6428
C: -1.7548 0.0782 -3.9295
C: -2.6871 0.9646 -4.4386
C: -3.0979 2.0593 -3.6833
C: -2.5530 2.2803 -2.4284
C: -1.6308 1.3830 -1.9057
H: 4.5080 3.6038 -4.9360
H: 2.7956 3.1483 -4.9094
H: 3.9186 2.3338 -6.0091
H: 6.2674 2.0093 -3.9726
H: 5.6966 0.7539 -5.0728
H: 5.7739 0.4345 -3.3314
H: 5.4662 3.8290 -2.8378
H: 5.3165 4.7555 -0.5727
H: 3.7946 3.7399 1.0884
H: 3.6358 -0.7836 -0.0083
H: 5.7405 -1.8739 0.6975
H: 6.8388 -1.1773 2.8092
H: 5.8565 0.6317 4.1709
H: 3.7923 1.7418 3.4628
H: 1.2124 4.0747 0.5527
H: 0.3618 5.8040 2.0825
H: 0.2050 5.3484 4.5096
H: 0.8338 3.1252 5.3936
H: 1.6356 1.3713 3.8631
H: 0.5862 -2.3826 -4.5089
H: 2.1946 -1.8560 -6.3031
H: 3.7672 0.0051 -6.0613
H: -2.5669 -2.2494 -3.0139
H: -3.0229 -4.6091 -3.4820
H: -1.3309 -6.3392 -2.9743
H: 0.8540 -5.6778 -1.9998
H: 1.3306 -3.3024 -1.5662
H: -1.4012 -0.7383 -4.5457
H: -3.0849 0.8127 -5.4350
H: -3.8355 2.7452 -4.0825
H: -2.8456 3.1494 -1.8514
H: -1.2246 1.5733 -0.9171
I: -5.3723 1.9153 6.9382
C: -3.9050 1.6474 5.4811
C: -3.6139 2.6894 4.6068
C: -2.6780 2.4952 3.6041
C: -2.0264 1.2708 3.4909
C: -2.2989 0.2448 4.3904
C: -3.2448 0.4293 5.3878
C: -1.0833 1.0399 2.3828
O: -1.1222 1.6788 1.3087
O: -0.1966 0.0925 2.5023
H: -4.1168 3.6425 4.7099
H: -2.4438 3.2932 2.9068
H: -1.7732 -0.6985 4.3042
H: -3.4605 -0.3670 6.0883
C: 1.7432 -1.9826 3.3081
Si: 1.1507 -2.3058 1.5807
C: -0.3692 -3.3896 1.6014
C: 2.5582 -3.1611 0.6703
H: 2.0214 -2.9491 3.7448
H: 0.9818 -1.5217 3.9406
H: 2.6334 -1.3441 3.3098
H: -0.0951 -4.3624 2.0301
H: -0.7634 -3.5679 0.5964
H: -1.1590 -2.9514 2.2175
H: 2.3058 -4.2235 0.5643
H: 3.4580 -3.0878 1.2880
H: 2.8025 -2.7695 -0.3199
O: -1.8649 -0.7540 0.6096
S: -3.0378 -1.4337 -0.1321
C: -3.7980 -2.5057 1.0563
C: -4.2758 -1.9996 2.2588
C: -4.8532 -2.8767 3.1592
C: -4.9555 -4.2320 2.8484
C: -4.4743 -4.7201 1.6413
C: -3.8832 -3.8523 0.7319
C: -4.2890 -0.1763 -0.2620
C: -4.1575 1.0429 0.3777
C: -5.1893 1.9643 0.2544
C: -6.3111 1.6645 -0.5060
C: -6.4138 0.4405 -1.1594
C: -5.3947 -0.4905 -1.0444
H: -4.2007 -0.9416 2.4846
H: -5.2397 -2.5010 4.0991
H: -5.4202 -4.9108 3.5538
H: -4.5528 -5.7750 1.4086
H: -3.4869 -4.2186 -0.2114
H: -3.2679 1.2730 0.9486
H: -5.1111 2.9226 0.7538
H: -7.1120 2.3875 -0.5931
H: -7.2870 0.2119 -1.7569
H: -5.4653 -1.4544 -1.5422

## Properties
total charge	+2
frontier orbital gap (alpha / beta)	7.559 / 6.587	eV
⟨S²⟩	3.781
highest occupied orbital energy (alpha / beta)	-12.7 / -12.7	eV
multiplicity	4


Number 1: largest force on an atom 2.3 eV/Å. Number 2: largest force on an atom 0.7 eV/Å. Number 3: largest force on an atom 4.4 eV/Å. Number 4: largest force on an atom 1.7 eV/Å.